Record 1
DFT (wB97M-V/def2-TZVPD) results for a single C3H6OS2 molecule.

Its largest force on an atom is 0.044 Eh/bohr. The value obtained for the energy relative to the best compared isomer or geometry (same formula, charge and spin) is 27.9 kcal per mole. The calculation puts the orbital gap at 10.01 eV. As for the structure (SMILES): CSC(=O)CS.

Each line ends with the Mulliken charge.
Element x y z (Å)
C (2.28, 0.35, 0.19)  -0.850
C (-0.35, 0.33, -0.23)  0.572
C (-1.71, -0.16, 0.44)  -0.623
H (2.68, -0.57, 0.64)  0.306
H (2.87, 1.25, -0.03)  0.337
H (2.10, 0.14, -0.91)  0.285
H (-2.05, 0.88, 0.86)  0.298
H (-1.54, -0.96, 1.23)  0.355
H (-2.21, -1.71, -1.20)  0.111
O (0.06, 0.41, -1.36)  -0.497
S (0.77, 0.73, 1.13)  -0.113
S (-2.91, -0.69, -0.75)  -0.182

---

Record 2
DFT (wB97M-V/def2-TZVPD) results for a molecular structure, C16H39FInO6S2.

Its largest force on an atom is 0.016 Eh/bohr. The calculation puts the orbital gap at 6.68 eV. The charge is -1.

Each line ends with the Mulliken charge.
Element x y z (Å)
C (3.68, 1.08, 1.84)  -0.913
C (3.32, 2.04, 0.68)  -0.753
C (1.85, 2.02, 0.28)  -0.143
C (0.93, 2.81, 1.21)  -0.703
C (-0.37, 2.09, 1.58)  0.090
C (-1.51, 3.04, 1.94)  -1.155
C (-2.52, 3.21, 0.81)  -0.554
C (-3.35, 1.94, 0.54)  -1.060
In (-5.52, 2.33, 0.12)  0.508
C (-6.80, 1.70, 1.87)  -0.939
C (-7.95, 0.88, 1.46)  -0.210
F (-8.79, 0.53, 2.58)  -0.350
H (4.30, 0.27, 1.50)  0.352
H (4.26, 1.61, 2.59)  0.299
H (2.75, 0.70, 2.26)  0.099
H (3.89, 1.71, -0.18)  0.331
H (3.67, 3.05, 0.91)  0.407
H (1.80, 2.47, -0.70)  0.374
H (1.56, 0.98, 0.22)  -0.080
H (0.72, 3.78, 0.78)  0.371
H (1.45, 3.01, 2.15)  0.350
H (-0.14, 1.46, 2.43)  -0.025
H (-0.67, 1.41, 0.78)  0.262
H (-2.02, 2.67, 2.83)  0.457
H (-1.10, 4.01, 2.21)  0.417
H (-3.16, 4.04, 1.08)  0.452
H (-1.97, 3.48, -0.08)  0.200
H (-3.26, 1.25, 1.38)  0.365
H (-2.97, 1.46, -0.35)  0.404
H (-5.84, 4.04, -0.26)  -0.388
H (-6.06, 1.32, -1.27)  -0.382
H (-7.18, 2.56, 2.43)  0.314
H (-6.17, 1.10, 2.52)  0.242
H (-7.65, -0.07, 1.03)  0.213
H (-8.61, 1.40, 0.78)  0.216
O (0.51, -1.47, 0.22)  -0.604
S (0.56, -2.51, 1.20)  1.283
O (1.80, -3.11, 1.58)  -0.632
O (-0.48, -3.66, 0.79)  -0.333
C (-0.35, -4.29, -0.50)  -0.244
C (0.77, -5.31, -0.55)  -0.954
C (-0.27, -1.98, 2.65)  -1.060
H (-0.25, -3.52, -1.27)  0.263
H (-1.31, -4.78, -0.66)  0.331
H (1.75, -4.84, -0.43)  0.244
H (0.75, -5.83, -1.51)  0.360
H (0.66, -6.04, 0.25)  0.304
H (-1.23, -1.55, 2.38)  0.323
H (0.37, -1.22, 3.11)  0.326
H (-0.39, -2.83, 3.32)  0.378
O (3.66, -2.06, -5.28)  -0.653
S (4.35, -1.19, -4.38)  1.237
O (5.57, -1.60, -3.76)  -0.630
O (3.33, -0.69, -3.27)  -0.224
C (2.61, -1.69, -2.51)  -0.322
C (3.48, -2.40, -1.48)  -0.677
C (4.60, 0.38, -5.14)  -0.935
H (2.14, -2.40, -3.19)  0.358
H (1.82, -1.15, -2.00)  0.155
H (4.26, -3.00, -1.95)  0.426
H (2.86, -3.06, -0.87)  0.055
H (3.96, -1.67, -0.83)  0.171
H (3.67, 0.71, -5.59)  0.309
H (5.36, 0.24, -5.91)  0.374
H (4.95, 1.08, -4.39)  0.302

---

Record 3
DFT (wB97M-V/def2-TZVPD) results for a molecular structure, C31H23Cl4CsN6O3SSe.

Its largest force on an atom is 0.010 Eh/bohr. The value obtained for the energy relative to the best compared isomer or geometry (same formula, charge and spin) is 17.7 kcal per mole. The calculation puts the orbital gap at 3.89 eV. The charge is -2.

Each line ends with the Mulliken charge.
Element x y z (Å)
Cs (1.24, -2.71, -1.77)  1.092
Cl (5.01, -9.30, -2.50)  -0.261
C (4.67, -7.60, -2.34)  0.110
C (5.69, -6.68, -2.41)  0.110
Cl (7.34, -7.21, -2.67)  -0.265
C (5.40, -5.30, -2.27)  0.242
Cl (6.70, -4.13, -2.37)  -0.275
C (4.11, -4.81, -2.06)  0.140
O (3.82, -3.58, -1.94)  -0.981
C (3.01, -5.80, -1.98)  -0.145
O (1.83, -5.37, -1.81)  -0.889
C (3.35, -7.15, -2.13)  0.339
Cl (2.04, -8.31, -2.05)  -0.280
N (-3.07, -1.37, -2.26)  -0.228
C (-3.02, -2.71, -2.17)  0.542
N (-1.95, -3.43, -2.14)  -0.276
C (-2.25, -4.78, -2.06)  -0.643
C (-1.32, -5.82, -2.00)  0.071
C (-1.78, -7.12, -1.93)  -0.664
C (-3.14, -7.42, -1.90)  -0.402
C (-4.08, -6.40, -1.95)  -0.537
C (-3.62, -5.09, -2.03)  0.806
S (-4.55, -3.61, -2.11)  -0.377
H (-2.24, -0.80, -2.12)  0.013
H (-3.93, -0.89, -2.07)  0.221
H (-0.25, -5.63, -2.01)  0.389
H (-1.05, -7.92, -1.88)  0.337
H (-3.47, -8.45, -1.84)  0.359
H (-5.14, -6.61, -1.93)  0.344
C (1.43, 8.61, 4.84)  -1.360
C (1.01, 7.22, 4.45)  0.782
C (-0.31, 6.81, 4.54)  -0.690
C (-0.70, 5.54, 4.16)  -0.553
C (0.23, 4.62, 3.70)  0.012
N (-0.20, 3.32, 3.35)  -0.093
C (0.35, 2.43, 2.43)  0.265
O (0.21, 1.24, 2.57)  -0.676
N (0.98, 3.03, 1.37)  0.007
C (1.64, 2.40, 0.30)  0.381
C (2.56, 3.14, -0.42)  -0.422
C (3.16, 2.58, -1.53)  -0.645
C (2.81, 1.28, -1.88)  -0.431
N (1.91, 0.58, -1.20)  -0.058
C (1.35, 1.11, -0.13)  -0.549
C (1.57, 5.01, 3.63)  -0.032
C (1.94, 6.30, 3.99)  -0.620
H (0.59, 9.19, 5.21)  0.331
H (1.86, 9.15, 3.99)  0.310
H (2.19, 8.59, 5.62)  0.313
H (-1.06, 7.51, 4.89)  0.269
H (-1.75, 5.25, 4.20)  0.425
H (-0.81, 2.85, 4.00)  0.296
H (0.95, 4.04, 1.34)  0.297
H (2.80, 4.16, -0.12)  0.401
H (3.88, 3.13, -2.12)  0.357
H (3.24, 0.81, -2.76)  0.339
H (0.59, 0.53, 0.37)  0.488
H (2.32, 4.30, 3.31)  0.485
H (2.99, 6.58, 3.92)  0.361
Se (-1.59, 1.71, -1.78)  -0.411
C (-3.26, 2.04, -0.98)  -0.034
C (-4.06, 3.14, -1.33)  -0.288
C (-5.28, 3.34, -0.71)  -0.247
N (-5.79, 2.54, 0.24)  -0.667
C (-5.03, 1.50, 0.58)  -0.312
C (-3.80, 1.21, 0.02)  -0.380
H (-3.72, 3.83, -2.09)  0.347
H (-5.89, 4.19, -0.99)  0.315
H (-5.43, 0.85, 1.35)  0.350
H (-3.24, 0.35, 0.37)  0.443